# 1
Entry from the Open Molecules 2025 dataset: a cluster of 6 separate species, C21H38FNO8S3 in total (ωB97M-V/def2-TZVPD).

## Properties
HOMO-LUMO gap = 8.615 eV
E_LUMO = -0.102 eV
HOMO energy = -0.3204 Eh

Atoms and positions in Å:
1 C 27.426 30.967 30.955
2 C 28.593 30.394 31.605
3 O 29.301 31.007 32.392
4 N 28.922 29.010 31.211
5 H 29.414 28.593 32.105
6 H 28.067 28.414 31.134
7 C 29.464 28.755 29.893
8 H 26.834 31.240 31.600
9 H 26.751 30.296 30.425
10 H 27.903 31.890 30.348
11 H 28.787 29.399 29.179
12 H 29.782 27.784 29.442
13 H 30.424 29.224 29.842
14 O 26.479 27.927 31.168
15 H 25.797 27.540 31.425
16 F 19.636 26.379 28.260
17 C 20.938 26.827 28.510
18 C 22.020 25.898 28.519
19 C 23.236 26.477 28.896
20 C 23.432 27.833 29.024
21 C 22.299 28.709 28.898
22 C 21.058 28.217 28.689
23 H 21.834 24.873 28.146
24 H 24.091 26.025 28.822
25 H 24.488 28.383 29.183
26 H 22.371 29.604 29.300
27 H 20.195 29.076 28.818
28 C 30.084 24.080 31.693
29 C 28.505 23.926 31.944
30 C 28.121 25.301 32.150
31 S 29.165 25.883 33.525
32 O 28.650 25.358 34.732
33 O 29.602 27.243 33.304
34 C 30.536 24.793 32.922
35 H 30.351 24.840 30.850
36 H 30.562 22.986 31.548
37 H 28.696 23.093 32.618
38 H 27.908 23.623 31.146
39 H 27.160 25.309 32.575
40 H 28.321 26.073 31.237
41 H 30.869 24.227 33.731
42 H 31.379 25.380 32.566
43 C 23.252 25.374 33.363
44 C 23.376 26.737 32.750
45 C 22.223 27.523 32.972
46 S 21.622 27.023 34.573
47 O 20.179 26.778 34.580
48 O 22.145 27.926 35.513
49 C 22.568 25.455 34.811
50 H 24.079 24.875 33.321
51 H 22.731 24.655 32.756
52 H 23.426 26.680 31.774
53 H 24.206 27.335 32.763
54 H 21.368 27.089 32.327
55 H 22.453 28.617 32.896
56 H 21.866 24.817 35.084
57 H 23.143 25.708 35.822
58 C 27.469 28.505 35.806
59 C 26.406 28.487 34.731
60 C 25.428 29.462 34.918
61 S 26.350 30.926 35.390
62 O 25.910 31.606 36.621
63 O 26.614 31.817 34.336
64 C 27.831 30.080 35.861
65 H 28.406 28.050 35.559
66 H 27.180 28.085 36.699
67 H 26.017 27.601 34.753
68 H 26.670 28.626 33.878
69 H 24.574 29.114 35.631
70 H 24.740 29.731 34.078
71 H 28.217 30.268 36.785
72 H 28.643 30.419 35.153

# 2
Entry from the Open Molecules 2025 dataset: a structure of composition C17H31NO6OsS2Si2Te (ωB97M-V/def2-TZVPD).

## Properties
⟨S²⟩ = 6.01
2S+1 = 5
charge = +2
HOMO-LUMO gap (alpha / beta) = 7.511 / 7.226 eV
E_LUMO (alpha / beta) = -7.582 / -7.697 eV
HOMO energy (alpha / beta) = -0.5547 / -0.5484 Eh

Atoms and positions in Å:
1 Os -1.154 0.033 0.286
2 O -1.284 -2.982 2.976
3 S -0.960 -2.426 1.713
4 O -2.098 -2.000 0.863
5 O -0.050 -1.224 1.734
6 C 0.002 -3.607 0.799
7 C 0.102 -4.864 1.353
8 C 0.895 -5.845 0.753
9 C 1.603 -5.564 -0.394
10 C 1.518 -4.303 -0.974
11 C 0.718 -3.330 -0.389
12 S 0.618 -1.858 -1.336
13 O 1.279 -2.040 -2.593
14 O 1.349 -0.627 -0.622
15 O -0.771 -1.363 -1.420
16 H -0.432 -5.074 2.269
17 H 0.953 -6.826 1.203
18 H 2.224 -6.319 -0.856
19 H 2.051 -4.087 -1.888
20 C 1.747 0.294 -5.566
21 Si 3.201 1.161 -4.781
22 C 4.771 0.555 -5.540
23 C 2.947 3.008 -4.772
24 C 3.243 0.658 -2.892
25 Te 1.325 0.863 -2.119
26 C 1.681 2.354 -0.689
27 Si 0.533 3.917 -0.775
28 C 0.075 4.283 0.984
29 C -0.968 3.427 -1.778
30 C 1.487 5.273 -1.597
31 H 1.757 0.574 -6.624
32 H 0.748 0.545 -5.200
33 H 1.855 -0.792 -5.518
34 H 4.736 0.693 -6.622
35 H 4.896 -0.512 -5.347
36 H 5.655 1.076 -5.168
37 H 2.553 3.355 -5.729
38 H 3.876 3.548 -4.580
39 H 2.233 3.325 -4.002
40 H 3.906 1.270 -2.283
41 H 3.488 -0.403 -2.805
42 H 2.742 2.598 -0.752
43 H 1.511 1.829 0.257
44 H -0.326 3.395 1.481
45 H -0.689 5.062 1.027
46 H 0.932 4.630 1.565
47 H -1.461 2.520 -1.405
48 H -0.751 3.271 -2.839
49 H -1.715 4.222 -1.726
50 H 2.369 5.551 -1.017
51 H 0.866 6.166 -1.692
52 H 1.815 5.001 -2.602
53 C -3.358 0.414 4.766
54 C -3.922 1.256 3.610
55 C -3.054 1.196 2.446
56 N -2.360 1.150 1.530
57 H -4.038 0.497 5.610
58 H -2.380 0.776 5.075
59 H -3.280 -0.634 4.483
60 H -4.032 2.308 3.879
61 H -4.900 0.893 3.285

# 3
Entry from the Open Molecules 2025 dataset: a structure of composition C23H35N3O5 (ωB97M-V/def2-TZVPD).

## Properties
HOMO-LUMO gap = 8.698 eV
E_LUMO = 0.651 eV
HOMO energy = -0.2957 Eh

Atoms and positions in Å:
1 C -8.052 -0.521 1.478
2 H -8.949 -0.621 0.965
3 O -7.085 -0.272 0.266
4 C -5.836 -0.284 0.495
5 C -5.312 -0.419 1.642
6 C -4.030 -0.196 2.047
7 C -3.208 -0.117 1.082
8 C -3.684 0.012 -0.481
9 C -5.082 -0.109 -0.680
10 O -5.332 -0.158 -1.916
11 C -6.743 -0.197 -2.314
12 H -7.121 -1.282 -2.090
13 H -6.612 -0.575 -3.534
14 H -7.373 0.450 -1.961
15 H -3.031 0.073 -1.346
16 C -1.702 0.104 1.226
17 N -1.021 0.865 0.154
18 C -1.409 2.352 0.486
19 C -0.866 3.374 -0.846
20 N 0.407 3.119 -0.917
21 C 1.065 1.936 -0.862
22 O 2.164 1.910 -0.932
23 C 0.370 0.935 0.010
24 C 0.606 -0.441 -0.627
25 H 1.169 -0.087 -1.980
26 C 1.636 -1.378 0.032
27 O 1.557 -1.526 1.258
28 N 2.377 -2.111 -0.660
29 C 2.252 -2.458 -1.951
30 H 2.880 -3.388 -2.243
31 H 1.320 -2.377 -2.484
32 H 2.811 -1.622 -2.695
33 C 3.470 -2.853 0.106
34 H 3.191 -2.940 1.127
35 C 4.746 -2.279 -0.224
36 C 4.801 -0.495 0.038
37 C 4.658 -0.313 1.305
38 H 3.693 -0.668 2.159
39 C 4.640 1.248 1.620
40 O 5.727 1.887 1.169
41 C 6.048 1.387 -0.137
42 C 5.892 0.028 -0.308
43 H 6.034 -0.272 -1.588
44 H 6.857 -0.598 -0.012
45 H 6.781 2.017 -0.699
46 H 5.267 1.820 -0.859
47 H 4.710 1.402 2.694
48 H 3.920 1.477 1.115
49 H 5.491 -0.653 1.939
50 H 3.776 -0.195 -0.483
51 H 5.071 -2.357 -1.318
52 H 5.572 -2.626 0.348
53 H 3.677 -3.892 -0.282
54 H -0.204 -1.079 -0.929
55 H 0.979 0.683 1.065
56 H 0.985 3.878 -1.335
57 H -1.176 4.263 -0.640
58 H -1.641 2.980 -1.605
59 H -2.419 2.579 0.593
60 H -0.702 2.748 1.604
61 H -1.109 -0.922 0.907
62 H -1.357 0.474 2.214
63 H -3.538 -0.095 2.938
64 H -6.128 -0.362 2.764
65 H -7.847 -1.538 1.999
66 H -8.033 0.272 2.095

# 4
Entry from the Open Molecules 2025 dataset: the ion C2H6N3S2 with charge +1 (ωB97M-V/def2-TZVPD).

## Properties
charge = +1
HOMO-LUMO gap (alpha / beta) = 6.805 / 6.805 eV
E_LUMO (alpha / beta) = -5.781 / -5.781 eV
HOMO energy (alpha / beta) = -0.4625 / -0.4625 Eh

Atoms and positions in Å:
1 C 0.567 0.550 0.035
2 C -1.948 -0.123 0.100
3 N -0.195 -0.476 -0.007
4 N 1.918 0.246 0.055
5 N 2.411 -1.036 0.173
6 S -2.445 1.496 0.089
7 S -2.774 -1.548 0.053
8 H 0.220 1.519 -0.138
9 H 2.577 0.990 -0.037
10 H 2.776 -1.436 -0.649
11 H 1.542 -1.613 0.333
12 H -3.626 1.164 -0.488
13 H -3.998 -0.949 -0.043

# 5
Entry from the Open Molecules 2025 dataset: a structure of composition C2H3IN2O (ωB97M-V/def2-TZVPD).

## Properties
⟨S²⟩ = 2.02
2S+1 = 3
HOMO-LUMO gap (alpha / beta) = 10.259 / 6.686 eV
E_LUMO (alpha / beta) = 0.685 / -2.981 eV
HOMO energy (alpha / beta) = -0.3518 / -0.3553 Eh

Atoms and positions in Å:
1 C 0.535 -0.001 0.057
2 C -0.032 1.362 0.124
3 N 1.191 -0.757 -0.803
4 N 0.870 -1.825 -0.091
5 O 0.082 -1.007 0.871
6 I -2.154 -2.757 -0.522
7 H 0.352 1.821 -0.913
8 H -1.139 1.266 0.176
9 H 0.294 1.898 1.101

# 6
Entry from the Open Molecules 2025 dataset: the molecule C4H11NO2S (ωB97M-V/def2-TZVPD).

## Properties
⟨S²⟩ = 2.01
2S+1 = 3
HOMO-LUMO gap (alpha / beta) = 4.485 / 7.495 eV
E_LUMO (alpha / beta) = 0.800 / -2.776 eV
HOMO energy (alpha / beta) = -0.1354 / -0.3775 Eh

Atoms and positions in Å:
1 C -2.499 -0.872 -0.377
2 C 0.244 2.415 0.992
3 C 2.522 -1.033 -0.227
4 C -1.102 -0.963 -0.972
5 N -0.229 1.600 -0.121
6 O 0.220 -0.520 1.483
7 O 1.519 -0.130 -0.707
8 S 0.047 0.111 0.164
9 H -3.221 -0.735 -1.160
10 H -2.764 -1.838 0.085
11 H -2.578 -0.010 0.282
12 H 1.164 2.857 0.583
13 H 0.649 1.972 1.919
14 H -0.548 3.066 1.040
15 H 2.249 -1.270 0.867
16 H 3.498 -0.406 -0.185
17 H 2.552 -1.963 -0.738
18 H -0.959 -0.319 -1.922
19 H -0.766 -1.961 -1.004

Let's list relative energy (zero: lowest compared OMol25 entry of this formula, charge and spin) in order: 422.34; 62.34; 2128.19; 402.41; 109.64; 407.71 kJ/mol.
Let's list maximum force in order: 12.3; 0.9; 17.9; 6.4; 2.9; 9.6 eV Å⁻¹.